Here is C3H4N2 as an isolated structure from the Open Molecules 2025 dataset. Energies are from ωB97M-V/def2-TZVPD.

Max |F|   0.7 eV Å⁻¹
E_HOMO   -9.23 eV
Total charge   0
Calculated total energy   -6149.71992 eV
HOMO-LUMO gap   0.37313 hartree
LUMO energy   0.9 eV

Each line ends with the Löwdin charge.
CARTESIAN COORDINATES (ANGSTROEM)
N (-1.871, 0.512, 0.582)  0.0903
C (-0.947, 0.752, 1.474)  -0.0360
C (-0.297, 0.128, 0.331)  -0.5188
C (0.832, 0.210, -0.582)  -0.0704
N (0.395, -1.066, 0.068)  0.0687
H (-1.485, 0.081, -0.414)  0.1479
H (0.713, 0.211, -1.661)  0.1035
H (1.730, 0.708, -0.217)  0.1094
H (0.976, -1.333, 0.862)  0.1055